{"formula": "C38H63N3O8PSScSi2Te", "method": "wB97M-V/def2-TZVPD", "symbols": ["Sc", "O", "C", "C", "C", "C", "C", "C", "C", "P", "C", "C", "C", "C", "C", "C", "C", "C", "C", "C", "C", "C", "H", "H", "H", "H", "H", "H", "H", "H", "H", "H", "H", "H", "H", "H", "C", "N", "C", "C", "C", "N", "C", "C", "H", "H", "H", "H", "H", "H", "H", "H", "H", "H", "H", "H", "H", "H", "H", "H", "C", "S", "O", "O", "O", "H", "H", "H", "C", "O", "C", "O", "H", "H", "H", "N", "C", "C", "O", "O", "H", "H", "H", "H", "H", "C", "Si", "C", "C", "C", "Te", "C", "Si", "C", "C", "C", "H", "H", "H", "H", "H", "H", "H", "H", "H", "H", "H", "H", "H", "H", "H", "H", "H", "H", "H", "H", "H", "H"], "xyz": [[0.248, -0.034, -0.102], [-0.891, -1.263, -0.864], [-0.422, -2.337, -1.515], [-1.240, -2.920, -2.562], [-1.252, -4.300, -2.792], [-2.169, -4.853, -3.660], [-3.086, -4.047, -4.321], [-3.029, -2.672, -4.169], [-2.103, -2.094, -3.315], [-1.848, -0.284, -3.140], [-0.418, -0.064, -4.287], [0.360, -1.073, -4.833], [1.395, -0.764, -5.705], [1.678, 0.555, -6.019], [0.911, 1.571, -5.467], [-0.131, 1.260, -4.619], [-3.059, 0.361, -4.391], [-4.112, 1.118, -3.893], [-4.989, 1.775, -4.738], [-4.827, 1.669, -6.108], [-3.802, 0.891, -6.620], [-2.912, 0.256, -5.772], [-0.551, -4.923, -2.261], [-2.185, -5.923, -3.803], [-3.830, -4.492, -4.964], [-3.706, -2.038, -4.723], [0.165, -2.107, -4.591], [1.989, -1.557, -6.138], [2.501, 0.799, -6.678], [1.131, 2.606, -5.695], [-0.736, 2.050, -4.195], [-4.242, 1.190, -2.821], [-5.781, 2.388, -4.333], [-5.498, 2.186, -6.777], [-3.685, 0.794, -7.689], [-2.101, -0.327, -6.184], [-0.670, 3.072, -0.808], [-0.720, 2.242, 0.404], [0.062, 2.917, 1.441], [-2.118, 2.184, 0.862], [-2.946, 1.242, -0.017], [-3.848, 0.409, 0.766], [-4.310, -0.721, -0.020], [-4.960, 1.172, 1.302], [-1.043, 4.084, -0.589], [-1.274, 2.612, -1.589], [0.353, 3.146, -1.178], [-0.314, 3.938, 1.623], [1.105, 2.977, 1.131], [-0.005, 2.361, 2.378], [-2.541, 3.204, 0.869], [-2.131, 1.797, 1.886], [-2.237, 0.563, -0.515], [-3.501, 1.811, -0.782], [-4.924, -0.421, -0.880], [-4.911, -1.375, 0.612], [-3.443, -1.269, -0.389], [-5.622, 1.559, 0.513], [-4.578, 2.011, 1.882], [-5.545, 0.533, 1.965], [3.036, 0.018, -2.721], [2.029, 1.113, -1.720], [2.358, 2.471, -2.058], [2.281, 0.782, -0.299], [0.624, 0.750, -1.941], [4.054, 0.071, -2.360], [2.969, 0.362, -3.744], [2.628, -0.981, -2.635], [2.725, -2.467, 0.257], [1.487, -1.954, -0.211], [0.834, -2.843, -1.179], [1.447, -3.838, -1.567], [2.782, -2.288, 1.334], [3.568, -1.974, -0.245], [2.761, -3.543, 0.042], [-2.654, -2.232, 4.175], [-2.379, -1.938, 2.768], [-1.455, -0.742, 2.703], [-1.264, -0.120, 3.858], [-0.901, -0.341, 1.690], [-3.642, -2.371, 4.346], [-1.751, -0.645, 4.541], [-2.168, -3.064, 4.484], [-3.288, -1.644, 2.237], [-1.921, -2.762, 2.212], [3.610, -0.194, 6.112], [1.966, -1.111, 5.811], [0.539, -0.063, 6.531], [2.018, -2.789, 6.738], [1.731, -1.507, 3.960], [1.744, 0.224, 2.607], [3.890, 0.285, 2.359], [4.509, 2.084, 2.231], [3.948, 3.187, 0.786], [6.414, 1.894, 2.154], [3.953, 2.982, 3.834], [3.700, 0.111, 7.151], [3.670, 0.698, 5.497], [4.469, -0.817, 5.880], [0.782, 0.250, 7.542], [-0.395, -0.615, 6.582], [0.369, 0.830, 5.940], [2.070, -2.631, 7.810], [2.888, -3.371, 6.450], [1.142, -3.397, 6.536], [0.773, -1.994, 3.785], [2.509, -2.189, 3.622], [4.132, -0.254, 1.449], [4.355, -0.216, 3.203], [3.760, 2.631, -0.125], [4.698, 3.941, 0.566], [3.029, 3.713, 1.026], [6.712, 1.345, 1.265], [6.798, 1.353, 3.013], [6.912, 2.856, 2.121], [2.923, 2.717, 4.073], [4.000, 4.061, 3.720], [4.571, 2.722, 4.686]], "forces_ev_per_a": [[0.2, -0.3, 1.8], [-0.8, 0.7, 0.7], [1.5, -1.8, -0.8], [-0.1, 0.1, 0.4], [0.0, -0.1, -0.1], [0.0, 0.0, 0.0], [-0.1, 0.0, -0.2], [-0.1, -0.1, 0.0], [0.2, 0.2, 0.5], [-0.7, 0.0, -1.4], [0.1, 0.0, 0.1], [-0.1, 0.0, 0.0], [0.1, 0.1, -0.1], [0.1, -0.1, -0.1], [0.0, 0.2, 0.0], [0.1, -0.1, -0.1], [0.1, 0.0, 0.3], [0.0, -0.1, 0.1], [-0.1, 0.1, -0.1], [-0.1, 0.0, 0.0], [0.1, 0.0, -0.2], [-0.2, -0.1, 0.0], [0.1, 0.0, 0.1], [0.0, -0.1, 0.0], [-0.1, 0.0, -0.1], [-0.1, 0.0, -0.1], [-0.1, -0.1, 0.1], [0.0, -0.1, 0.0], [0.0, 0.0, -0.1], [0.0, 0.0, 0.0], [0.0, 0.1, 0.1], [0.0, 0.1, 0.1], [-0.1, 0.0, 0.0], [-0.1, 0.0, -0.1], [0.0, 0.0, -0.1], [0.0, 0.0, 0.0], [0.1, 0.2, -0.3], [0.0, 0.1, 0.1], [0.0, 0.2, 0.3], [-0.4, -0.2, 0.0], [0.3, -0.1, 0.2], [0.0, 0.0, 0.2], [0.1, 0.0, 0.0], [0.1, -0.1, 0.0], [0.0, -0.1, 0.0], [0.0, 0.0, 0.0], [-0.2, 0.1, 0.1], [0.1, -0.1, -0.1], [0.0, 0.0, 0.0], [0.0, 0.1, -0.1], [0.2, -0.2, 0.1], [0.0, 0.1, -0.1], [-0.5, 0.3, -0.2], [0.1, -0.1, -0.1], [-0.1, 0.0, -0.1], [-0.1, -0.1, 0.0], [0.0, -0.1, -0.1], [0.0, 0.0, 0.0], [-0.1, 0.1, 0.1], [-0.1, 0.1, 0.0], [-0.6, 0.4, 0.5], [2.1, 0.9, -1.4], [0.0, -0.3, -0.1], [0.2, -0.2, 0.2], [-0.3, 0.1, -0.6], [0.2, 0.1, 0.1], [-0.1, 0.1, -0.2], [0.0, -0.3, 0.1], [0.3, -0.1, 0.3], [-0.3, 0.1, 0.0], [-1.1, -0.3, -0.9], [0.2, 0.2, 0.2], [0.0, 0.0, -0.2], [-0.2, 0.0, 0.1], [0.0, 0.4, 0.1], [-0.2, -0.3, 0.0], [0.1, 0.0, 0.0], [0.1, 0.4, 0.0], [0.0, 0.0, -0.6], [-1.0, -0.4, 1.1], [0.1, 0.0, 0.0], [-0.1, -0.1, -0.2], [0.0, 0.0, 0.0], [0.1, 0.0, 0.0], [-0.1, 0.1, 0.0], [-0.6, -0.4, -0.2], [0.1, -0.1, 0.4], [0.6, -0.4, -0.4], [0.0, 0.7, -0.4], [-0.1, 0.7, 0.1], [1.4, -0.6, 1.2], [-0.6, 0.7, -0.5], [0.6, 0.5, 0.6], [0.0, -0.7, 0.3], [-0.7, 0.2, 0.0], [0.3, -0.4, -0.6], [-0.1, 0.0, 0.2], [0.0, 0.2, -0.1], [0.1, -0.2, -0.1], [0.1, 0.0, 0.2], [-0.2, -0.2, 0.0], [0.0, 0.2, -0.2], [0.0, 0.1, 0.2], [0.2, -0.1, -0.1], [-0.2, -0.1, -0.1], [-0.1, -0.1, 0.0], [0.1, 0.0, -0.1], [0.0, -0.2, -0.1], [0.0, 0.0, 0.2], [0.1, 0.0, -0.1], [0.2, 0.1, 0.1], [-0.1, 0.1, 0.1], [0.0, -0.1, -0.2], [0.0, -0.1, 0.2], [0.1, 0.3, 0.0], [-0.1, 0.0, 0.0], [0.0, 0.2, -0.1], [0.1, -0.1, 0.2]], "lumo_energy_ev": -0.161, "homo_ev": -5.359, "spin_multiplicity": 1, "total_charge": 0, "gap_ev": 5.20}

***

{"formula": "C38H65FN6O6S2", "method": "wB97M-V/def2-TZVPD", "symbols": ["C", "N", "C", "C", "C", "N", "C", "C", "C", "S", "C", "S", "N", "C", "C", "O", "C", "C", "C", "C", "N", "C", "C", "O", "C", "C", "O", "C", "C", "O", "F", "H", "H", "H", "H", "H", "H", "H", "H", "H", "H", "H", "H", "H", "H", "H", "H", "H", "H", "H", "H", "H", "H", "H", "H", "H", "H", "H", "H", "H", "C", "C", "C", "C", "C", "C", "N", "O", "C", "C", "C", "H", "H", "H", "H", "H", "H", "H", "H", "H", "H", "H", "H", "H", "H", "H", "H", "H", "H", "C", "C", "C", "C", "C", "C", "N", "O", "C", "C", "C", "H", "H", "H", "H", "H", "H", "H", "H", "H", "H", "H", "H", "H", "H", "H", "H", "H", "H"], "xyz": [[0.678, -6.809, 3.581], [-0.183, -5.644, 3.144], [0.436, -4.922, 1.929], [-0.606, -4.910, 0.634], [-1.669, -6.166, 0.932], [-2.359, -7.267, 1.137], [-1.566, -3.546, 0.609], [-2.098, -3.162, 2.140], [-3.396, -2.152, 2.032], [-4.915, -2.870, 2.871], [-5.496, -4.451, 2.000], [-5.606, -5.854, 2.954], [-5.846, -4.319, 0.536], [-7.060, -3.438, 0.342], [-8.386, -4.305, 0.862], [-8.575, -5.380, -0.127], [-7.453, -6.335, -0.127], [-5.962, -5.651, -0.170], [0.134, -5.093, -0.817], [-0.789, -4.459, -2.060], [-1.495, -3.737, -2.876], [1.624, -4.420, -0.930], [1.717, -2.851, -0.463], [1.017, -1.895, -1.335], [0.739, -0.617, -0.638], [-0.705, 0.131, -1.026], [1.586, -0.026, 0.230], [0.332, -6.701, -1.234], [-0.845, -7.238, -2.266], [-0.471, -7.736, -3.477], [-2.298, -7.259, -1.976], [1.455, -6.443, 4.405], [1.286, -7.322, 2.721], [-0.051, -7.644, 4.012], [-0.159, -4.967, 3.964], [0.614, -3.806, 2.310], [1.477, -5.411, 1.678], [-2.554, -3.855, 0.015], [-1.075, -2.645, 0.046], [-1.197, -2.631, 2.679], [-2.336, -4.142, 2.779], [-3.114, -1.171, 2.652], [-3.577, -1.778, 0.927], [-6.958, -2.395, 0.880], [-7.213, -3.322, -0.832], [-8.276, -4.682, 1.976], [-9.274, -3.513, 0.885], [-7.549, -7.155, 0.735], [-7.557, -6.959, -1.140], [-5.185, -6.461, 0.161], [-5.733, -5.435, -1.321], [1.908, -4.438, -2.090], [2.438, -5.125, -0.418], [1.383, -2.636, 0.638], [2.873, -2.559, -0.515], [-0.623, 0.337, -2.197], [-1.601, -0.627, -0.818], [-0.853, 1.154, -0.468], [0.509, -7.393, -0.307], [1.343, -6.739, -1.866], [5.481, 2.568, -1.068], [4.766, 2.317, 0.285], [3.515, 3.225, 0.407], [3.841, 4.678, 0.727], [4.727, 4.769, 1.965], [6.017, 3.915, 1.854], [5.742, 2.502, 1.414], [5.230, 1.805, 2.524], [7.005, 4.600, 0.872], [6.772, 3.981, 3.223], [4.260, 0.838, 0.140], [5.818, 3.591, -1.213], [6.348, 1.908, -1.183], [4.806, 2.366, -1.910], [2.853, 2.842, 1.196], [2.927, 3.189, -0.521], [4.319, 5.158, -0.133], [2.909, 5.228, 0.906], [4.986, 5.823, 2.138], [4.141, 4.456, 2.839], [7.812, 3.920, 0.577], [7.478, 5.477, 1.332], [6.527, 4.987, -0.029], [6.155, 3.634, 4.064], [7.056, 5.010, 3.468], [7.691, 3.382, 3.203], [5.099, 0.136, 0.081], [3.667, 0.717, -0.775], [3.611, 0.532, 0.967], [1.379, 5.671, -2.215], [0.042, 5.308, -2.912], [-0.688, 6.596, -3.375], [-1.361, 7.360, -2.243], [-2.286, 6.442, -1.450], [-1.573, 5.168, -0.924], [-0.791, 4.456, -1.993], [-1.711, 3.756, -2.796], [-0.642, 5.552, 0.258], [-2.644, 4.247, -0.248], [0.517, 4.548, -4.199], [1.270, 6.305, -1.339], [1.922, 4.768, -1.913], [2.034, 6.231, -2.895], [-1.456, 6.340, -4.118], [0.015, 7.267, -3.888], [-0.608, 7.814, -1.590], [-1.944, 8.190, -2.661], [-2.715, 7.008, -0.612], [-3.134, 6.162, -2.089], [0.056, 4.742, 0.497], [-1.219, 5.755, 1.169], [-0.071, 6.465, 0.085], [-3.459, 3.973, -0.934], [-3.123, 4.753, 0.596], [-2.193, 3.323, 0.133], [1.015, 3.607, -3.944], [1.234, 5.155, -4.768], [-0.307, 4.328, -4.886]], "forces_ev_per_a": [[0.0, -1.0, 1.0], [2.0, 0.8, -0.3], [0.2, 0.8, 1.0], [-1.5, 0.0, 0.5], [-3.9, -8.0, 1.1], [6.4, 10.5, -2.0], [-1.4, -1.0, 0.6], [0.7, -0.1, -0.5], [1.5, 0.7, -0.3], [0.1, -0.6, -1.0], [0.0, -0.5, -1.0], [0.3, 2.5, -1.8], [0.4, -1.0, 3.3], [-1.3, -0.6, -0.4], [0.6, 1.8, 0.0], [1.2, 0.3, 1.5], [0.4, -1.4, -0.5], [-0.7, -0.6, -1.8], [-0.4, -0.9, -1.4], [-4.5, 5.8, -4.3], [6.4, -6.7, 7.3], [-0.3, 0.5, -1.3], [2.4, 0.1, 1.1], [-0.9, 2.0, 2.5], [2.9, 2.8, 3.2], [0.8, -1.0, -1.0], [-5.5, -4.6, -5.5], [0.3, 0.5, -0.6], [1.2, -3.4, -6.8], [-2.9, 3.7, 8.9], [4.7, 0.4, -0.4], [-1.6, -1.1, -1.7], [-1.3, 1.2, 1.4], [1.8, 1.8, -0.7], [-0.2, -1.1, -1.6], [-0.2, -2.3, -1.4], [-2.1, 1.0, 0.2], [2.3, 0.7, 1.1], [-0.7, -1.8, 1.2], [-1.9, -0.8, -0.9], [0.3, 2.1, -1.6], [-1.0, -2.2, -1.2], [0.2, -1.0, 2.2], [0.0, -2.3, -1.1], [0.4, 0.0, 2.6], [0.0, 0.5, -2.3], [1.5, -2.2, -0.5], [0.2, 2.1, -1.5], [0.1, 1.5, 2.2], [-1.4, 1.9, -0.3], [-0.5, -0.3, 2.5], [-0.7, 0.0, 2.5], [-1.9, 1.9, -0.7], [0.6, -0.7, -2.1], [-2.4, -0.7, 0.2], [-0.4, -0.5, 2.6], [2.0, 1.7, -0.5], [0.6, -2.3, -1.0], [-0.8, 1.3, -1.7], [-2.6, -0.1, 1.1], [0.1, 0.3, -0.1], [-0.3, -0.8, -1.9], [0.0, 0.1, 0.3], [0.0, 0.0, 0.0], [-0.1, -0.2, -0.1], [1.3, 1.4, 0.3], [-3.2, -1.2, 3.7], [1.8, 1.6, -2.9], [0.0, 0.1, -0.3], [-0.6, -0.8, 0.1], [0.4, 0.3, 0.9], [0.1, 0.0, 0.1], [-0.1, 0.1, 0.1], [0.0, -0.1, 0.3], [0.2, -0.1, -0.1], [0.3, -0.3, 0.1], [0.0, 0.0, 0.0], [0.1, 0.0, -0.1], [0.2, -0.3, 0.0], [0.2, -0.2, -0.1], [-0.2, 0.0, 0.0], [-0.2, -0.3, 0.1], [0.0, -0.2, 0.0], [0.1, -0.1, -0.4], [-0.1, -0.1, -0.4], [-0.2, 0.0, -0.1], [0.0, 0.2, 0.1], [0.3, 0.4, 0.2], [0.4, 0.2, -0.2], [0.0, 0.2, 0.2], [1.9, 0.4, -0.7], [-0.3, -0.1, 0.1], [0.0, 0.0, 0.0], [0.1, 0.0, -0.2], [-0.4, 0.2, 2.0], [-3.8, -0.8, -3.3], [2.6, 1.4, 2.3], [0.3, 0.2, 0.0], [0.0, -0.3, -1.0], [-0.7, -0.3, 0.3], [-0.1, -0.1, 0.1], [-0.2, 0.1, 0.0], [-0.3, -0.2, 0.0], [0.1, -0.2, 0.1], [0.1, -0.4, 0.1], [0.0, 0.0, 0.0], [0.1, -0.1, 0.1], [0.1, -0.3, 0.0], [0.2, -0.2, 0.1], [-0.1, 0.1, -0.1], [-0.1, -0.2, -0.3], [0.1, -0.1, -0.1], [0.4, 0.0, 0.0], [0.4, 0.2, -0.2], [0.0, 0.2, -0.1], [-0.1, 0.1, 0.0], [-0.1, 0.1, 0.4], [0.0, 0.0, 0.3]], "lumo_energy_ev": [-0.368, -0.569], "homo_ev": [-8.378, -8.378], "spin_multiplicity": 3, "total_charge": 0, "gap_ev": [8.01, 7.81]}